# 1
28
Properties=species:S:1:pos:R:3 method="wB97M-V/def2-TZVPD" total_charge=0 orbital_gap_ev="7.09 / 8.10" homo_ev="-6.87 / -7.75" de_lowest_kj_mol=405.6 lumo_ev="0.23 / 0.35"
O -2.3242 -0.2138 -1.2293
N 1.4506 1.6039 -2.5585
N -0.0572 0.0380 -2.1997
N 0.9119 -0.5891 -2.7865
C 0.2015 1.3799 -2.0910
C -1.2468 -0.6836 -1.8889
C 0.8210 1.3241 1.1923
C 2.1715 0.4985 1.1368
C -1.4433 -2.1189 -2.4348
C -0.2909 0.6088 1.8212
C 1.8162 0.3479 -2.9275
C -2.1487 0.5507 0.0523
C -1.0790 -0.2993 0.9728
H 1.7771 -0.5799 1.0905
H 0.5933 1.5315 0.1311
H -1.6950 -2.9197 -1.7280
H -0.5028 -2.3372 -2.8006
H -1.6028 -1.0806 1.3661
H -3.2049 0.5962 0.4259
H 2.6950 0.6065 2.0860
H -0.4569 2.1614 -1.7028
H 0.8042 2.3607 1.6440
H 2.8241 0.2058 -3.2656
H -1.7198 1.5577 -0.1990
H -2.0828 -2.1010 -3.2530
H -0.3827 0.6341 2.9760
H 2.8212 0.6886 0.3107
H -0.4275 -0.6676 0.1801



# 2
125
Properties=species:S:1:pos:R:3 method="wB97M-V/def2-TZVPD" total_charge=0 orbital_gap_ev="6.51 / 6.92" homo_ev="-8.94 / -9.36" s2=3.764 lumo_ev="-2.43 / -2.43" spin_multiplicity=4
S 1.0919 -2.7833 -0.0754
P 1.6019 -4.5571 0.6422
F -4.7632 -10.5405 0.8537
F -5.6392 -3.4797 0.8039
F -6.9969 -8.0525 2.3392
F -5.1483 -9.3624 3.0525
F -6.8230 -9.5915 0.1154
F -6.3123 -4.5686 2.8165
F -4.6287 -8.5599 -0.4839
F -4.5561 -6.7877 3.6137
F -3.7257 -5.8189 0.1439
F -3.1600 -7.6744 1.8991
F -4.3653 -2.1862 2.7061
F -6.0633 -6.1318 0.3357
F -3.8361 -4.0037 4.1381
O 0.6857 -5.7955 -0.1976
O -10.8153 -1.7626 -2.0126
O 3.2254 0.4317 -0.0264
O 1.6141 -4.3965 4.9330
O 8.8288 6.3692 -1.1679
O 3.6846 -3.9895 3.4897
O 3.3091 -4.7807 0.3620
O -0.7356 -4.6272 5.7106
N 7.9596 6.4476 -2.2725
N 4.1046 1.5311 -0.0120
N -10.7841 -1.8670 -0.6090
C 5.4530 0.0612 -1.6100
C 6.4035 2.1696 -0.8218
C 2.4710 2.3596 1.7873
C 8.5508 5.5923 -3.3660
C -11.8183 -0.7989 1.4253
C 7.7640 7.9047 -2.5857
C 8.9735 8.5257 -3.3412
C -9.3337 -2.8175 1.2009
C -1.5619 -4.9886 2.4100
C 7.5250 8.7888 -1.3124
C -8.4489 -0.9108 -0.2608
C -8.6846 -3.2558 -1.1148
C -10.4268 0.6147 -0.1292
C -5.4312 -9.2177 0.5698
C 4.7032 1.4402 2.4623
C 9.0094 4.1894 -2.8482
C 6.4493 8.1019 -3.3973
C -3.9689 -3.6473 2.6765
C -9.3651 -2.1669 -0.2139
C 4.4568 3.6751 1.2379
C 5.4754 1.0098 -0.3666
C 6.1314 1.0528 2.1110
C 9.4512 7.6953 -4.5225
C -11.3892 -0.6008 -0.0547
C 7.4761 5.2431 -4.4322
C -5.1371 -4.4141 1.8793
C -9.0418 0.3073 0.4305
C 1.2348 -4.4808 2.5194
C 6.1624 0.2620 0.8073
C 3.9618 2.2009 1.3261
C -12.7276 -0.2144 -0.7661
C -4.8352 -5.8338 1.1699
C -5.5680 -8.3864 1.9750
C -4.5425 -7.1119 2.1380
C 9.7520 6.2667 -4.0811
C -2.4642 -3.6710 2.0471
C -0.1159 -4.6745 3.1144
C 2.3699 -4.2378 3.6802
C 0.1662 -4.5523 4.7250
H 4.9313 3.9956 2.1724
H -12.4814 0.0079 1.7582
H -8.4938 -2.9031 -2.1351
H -13.4360 -1.0505 -0.7529
H -9.2996 -4.1618 -1.1775
H 5.1644 3.8711 0.4386
H 6.7155 8.3840 -0.6927
H 7.2067 0.0364 0.5542
H -7.4724 -1.1344 0.1849
H -9.3246 -3.9135 1.1414
H 10.3576 8.1446 -4.9426
H 6.5443 8.9177 -4.1229
H -1.9395 -2.6537 2.3856
H -10.8492 1.4674 0.4184
H 6.5446 4.9119 -3.9579
H -9.0833 0.1443 1.5118
H 8.1958 3.6796 -2.3199
H 3.6289 4.3681 1.0404
H 6.1163 7.2262 -3.9452
H 3.5307 -5.7238 0.0978
H -12.5794 0.0977 -1.8049
H 1.2711 -6.2104 -0.9168
H -10.9800 -0.7838 2.1257
H -8.2439 -0.6415 -1.3073
H 8.7028 7.7095 -5.3207
H 8.7272 9.5353 -3.6907
H 6.5534 0.4424 2.9168
H 4.7113 2.0397 3.3803
H 8.4198 8.8803 -0.6856
H 6.7586 1.9469 2.0421
H -10.3184 0.9477 -1.1704
H 2.0008 1.4018 2.0387
H 9.8188 8.6485 -2.6482
H -8.4413 -2.5163 1.7612
H 5.6033 8.3475 -2.7424
H 5.6752 -0.7084 0.9739
H 2.4101 2.9804 2.6902
H -12.3688 -1.7386 1.5527
H -8.3865 1.1712 0.2746
H -13.2121 0.6328 -0.2629
H 9.3153 3.5418 -3.6805
H 6.7760 2.7775 0.0061
H 4.9609 0.5419 -2.4631
H 1.8639 2.8437 1.0127
H -2.1640 -5.6763 3.1534
H 7.3018 1.7874 -1.3203
H -10.1923 -2.5920 1.8253
H 4.1533 0.5209 2.7118
H 7.2423 9.8098 -1.5986
H 9.8739 4.2476 -2.1792
H -1.3987 -5.5732 1.3815
H 6.4717 -0.2010 -1.9252
H 7.8118 4.4269 -5.0823
H -2.5840 -3.6145 0.8630
H -7.7107 -3.5460 -0.7007
H 4.9470 -0.8884 -1.4082
H 10.0491 5.6793 -4.9599
H 7.2519 6.0706 -5.1093
H 5.8931 2.8234 -1.5390
H 10.6272 6.2815 -3.4174



The records above give, respectively, E values of -16088.8588; -117700.2862 eV.